# 1
Here is C24H35B2F4N12O8SSc as an isolated structure at a distorted geometry from OMol25. Energies are from ωB97M-V/def2-TZVPD.

Geometry (Å):
Sc  0.46000  -0.12120  0.24770
C  -3.14150  -3.09560  0.62820
C  -2.22840  -1.93250  0.48310
N  -1.03120  -1.86640  0.94220
O  -0.53730  -2.97560  1.62690
B  0.38420  -2.79750  2.61050
F  0.83860  -3.90140  3.15890
F  1.57340  -1.55290  0.36180
O  0.77870  -1.64560  3.22290
N  0.39190  -0.42800  2.67080
C  0.15330  0.54680  3.46930
C  0.24300  0.51330  4.94910
C  -0.27450  1.77300  2.76400
N  -0.15880  1.68790  1.48570
O  -0.51960  2.75460  0.70810
B  -1.90700  2.66410  0.14060
F  -2.05270  3.79310  -0.60380
F  -2.80040  2.60810  1.19440
O  -2.15680  1.46600  -0.72240
N  -1.81000  0.25980  -0.19420
C  -2.69440  -0.67910  -0.14720
C  -4.11780  -0.54800  -0.56200
C  -0.81270  2.93910  3.51420
H  -2.61470  -3.91840  1.10540
H  -3.51010  -3.41410  -0.34450
H  -4.00720  -2.82150  1.22980
H  0.59980  -0.45640  5.28440
H  -0.73460  0.70330  5.38700
H  0.91500  1.29200  5.30290
H  -4.27000  0.42700  -1.01720
H  -4.75570  -0.63130  0.31850
H  -4.39450  -1.32880  -1.26660
H  -0.02570  3.43880  4.07730
H  -1.57760  2.61300  4.21470
H  -1.25670  3.64310  2.81400
N  2.53560  0.98750  0.90360
C  2.82510  2.13920  0.03870
C  2.85470  3.46070  0.83190
C  3.96330  4.42240  0.38410
C  3.68310  5.16890  -0.92580
N  2.89230  6.36950  -0.71560
C  1.56530  6.46260  -0.60840
N  0.76580  5.45250  -0.88370
N  1.06520  7.63460  -0.18440
C  1.74720  2.15380  -1.10000
O  1.75010  3.09280  -1.89490
O  0.97590  1.16150  -1.13420
H  2.81880  1.17910  1.86340
H  3.04450  0.16210  0.57940
H  3.79760  2.02180  -0.46810
H  3.05020  3.22870  1.88170
H  1.87600  3.93580  0.78100
H  4.88390  3.84790  0.26720
H  4.13410  5.15540  1.17480
H  3.17490  4.50390  -1.62440
H  4.62640  5.48930  -1.36880
H  3.42270  7.18780  -0.45640
H  1.11440  4.58120  -1.30260
H  -0.23480  5.52080  -0.77700
H  1.66420  8.43070  -0.04050
H  0.07210  7.79090  -0.16600
N  -2.17530  -2.57820  -7.80250
C  -1.32310  -2.41820  -6.80150
C  -1.05530  -1.12170  -6.27820
C  -0.18060  -0.94160  -5.25930
C  0.42090  -2.07650  -4.60150
C  0.26520  -3.35770  -5.23520
C  -0.60860  -3.52390  -6.25990
S  -0.76770  -2.15070  -2.88230
O  -2.02040  -1.55200  -3.16160
O  -0.73430  -3.51050  -2.47960
N  0.27760  -1.21970  -2.08400
C  1.47890  -1.28940  -2.58880
N  2.55450  -0.85200  -1.93380
C  3.74160  -1.07930  -2.42200
C  3.96180  -1.75350  -3.63930
C  2.85140  -2.07540  -4.36430
N  1.62130  -1.82820  -3.86090
H  -2.66740  -1.79150  -8.20090
H  -2.35120  -3.49270  -8.18970
H  -1.52910  -0.26520  -6.73090
H  0.04730  0.04770  -4.89030
H  0.82800  -4.19630  -4.85340
H  -0.73900  -4.49800  -6.70300
H  4.56960  -0.72020  -1.82670
H  4.95340  -1.97140  -4.00050
H  2.89210  -2.51260  -5.35180

Net charge   +2
HOMO-LUMO gap   6.4 eV
HOMO   -0.494 Ha
Total energy   -3802.5557 Ha


# 2
Here is C33H37AuF2N3O2P as an isolated structure at a distorted geometry from OMol25. Energies are from ωB97M-V/def2-TZVPD.

Geometry (Å):
Au  0.30551  -1.13304  -0.48752
O  3.58972  3.51306  4.56924
C  2.81005  2.56518  5.09601
O  2.58164  2.52998  6.26749
C  2.19816  1.53910  4.16435
C  1.47381  0.51009  4.75996
C  0.83097  -0.44347  3.99804
C  0.88993  -0.38361  2.60285
C  1.62879  0.64069  2.00981
C  2.28032  1.58942  2.77734
N  0.23298  -1.30355  1.74923
C  -0.44842  -2.29361  2.18601
C  -1.10349  -3.23434  1.28810
C  -1.77265  -4.34865  1.77718
C  -2.36587  -5.22393  0.87769
C  -2.25658  -4.96928  -0.47902
C  -1.57489  -3.82901  -0.89015
N  -1.03711  -2.98054  -0.02687
H  3.75248  3.42236  3.62815
H  1.42507  0.47737  5.83997
H  0.27955  -1.22288  4.50596
H  1.67985  0.69393  0.93030
H  2.82868  2.36940  2.26375
H  -0.56785  -2.49281  3.24780
H  -1.82983  -4.52763  2.84283
H  -2.90010  -6.09542  1.23039
H  -2.68596  -5.63606  -1.21293
H  -1.45439  -3.59621  -1.94040
F  -1.22759  -1.56713  -5.58393
C  -0.20149  -1.42411  -4.75761
C  -0.44606  -1.42767  -3.39134
C  0.60123  -1.24847  -2.51891
C  1.92097  -1.11488  -2.97101
C  2.10601  -1.10980  -4.35910
F  3.32387  -0.97236  -4.87567
C  1.06975  -1.25433  -5.26099
C  3.00006  -1.10278  -1.97548
C  4.36783  -1.05374  -2.24548
C  5.27768  -1.19309  -1.20996
C  4.82304  -1.40432  0.08295
C  3.45815  -1.40651  0.29211
N  2.58981  -1.22970  -0.69947
H  -1.46713  -1.57570  -3.05957
H  1.26469  -1.25423  -6.32448
H  4.73223  -0.92603  -3.24871
H  6.33826  -1.15010  -1.41742
H  5.49977  -1.55476  0.91110
H  3.04532  -1.55233  1.28145
C  -3.08637  -0.28318  1.27512
C  -3.05272  0.61360  0.03814
C  -3.98924  1.81158  0.22279
P  -1.31439  1.08198  -0.42518
C  -0.70068  2.58166  0.49224
C  -1.23901  3.91191  -0.03847
C  -0.95036  2.46340  1.99947
C  -1.31456  1.41867  -2.24891
C  0.04387  1.96695  -2.68535
C  -2.48810  2.25170  -2.76974
H  -4.11985  -0.54721  1.50276
H  -2.67276  0.21959  2.15006
H  -2.53339  -1.20256  1.10266
H  -3.38427  0.02345  -0.82340
H  -3.78151  2.34062  1.15126
H  -5.01262  1.43784  0.28354
H  -3.94616  2.51752  -0.60226
H  0.37852  2.54435  0.30853
H  -2.31934  3.98783  0.06656
H  -0.97031  4.09327  -1.07559
H  -0.79180  4.70952  0.55748
H  -1.98682  2.69221  2.24258
H  -0.32631  3.18836  2.52291
H  -0.70865  1.47506  2.38644
H  -1.42126  0.41764  -2.66275
H  0.14592  3.02556  -2.45137
H  0.15332  1.85691  -3.76526
H  0.86492  1.42111  -2.21392
H  -2.51318  3.25507  -2.35028
H  -3.44243  1.76202  -2.58174
H  -2.38729  2.34907  -3.85232

Net charge   +2
HOMO-LUMO gap (alpha / beta)   6.7 / 6.7 eV
Energy above the lowest of the compared OMol25 structures with the same formula, charge and spin   0.000 eV
HOMO (alpha / beta)   -0.525 / -0.525 Ha
Total energy   -2270.6946 Ha


# 3
Here is C28H33CaN4O2S5 as an isolated structure at a distorted geometry from OMol25. Energies are from ωB97M-V/def2-TZVPD.

Geometry (Å):
Ca  -0.23917  0.70280  -1.16667
C  4.91963  3.02600  4.50493
C  3.70193  2.73630  3.68603
C  3.78223  2.47760  2.32103
C  2.63713  2.24430  1.57853
C  1.40213  2.27850  2.20143
C  1.29943  2.51700  3.55953
C  2.44743  2.74350  4.29443
S  -0.03927  1.94110  1.21703
O  0.25293  2.46320  -0.12247
O  -1.24787  2.45440  1.80003
N  -0.05697  0.36120  0.98213
C  -0.99397  -0.46570  1.54043
C  -1.44427  -0.39180  2.84673
C  -2.35397  -1.32900  3.34423
C  -2.81217  -2.36040  2.56573
C  -2.40947  -2.46210  1.22023
C  -2.87397  -3.45990  0.33633
C  -2.43557  -3.46600  -0.96117
C  -1.55737  -2.45980  -1.38737
N  -1.11847  -1.50260  -0.60297
C  -1.50797  -1.49750  0.69133
H  5.82833  2.92230  3.91683
H  4.96593  2.35250  5.36093
H  4.86973  4.04290  4.89403
H  4.74193  2.47100  1.82703
H  2.68863  2.06820  0.51273
H  0.32463  2.55160  4.02033
H  2.38043  2.93970  5.35463
H  -1.09017  0.40760  3.48083
H  -2.68787  -1.23580  4.36733
H  -3.49127  -3.09950  2.96223
H  -3.58217  -4.19570  0.68813
H  -2.76297  -4.21920  -1.66067
H  -1.19327  -2.44590  -2.40767
C  -0.89817  2.52410  -4.74447
C  -0.81257  1.04770  -5.09147
S  -1.45237  -0.14080  -3.86957
C  -3.25777  0.14710  -3.82417
C  -3.73427  1.36790  -3.05337
S  -2.97287  1.50830  -1.37897
C  -2.56027  3.27740  -1.29277
C  -1.70177  3.90400  -2.39007
S  -0.29037  2.95270  -3.05777
H  -1.91547  2.89690  -4.84457
H  -0.25967  3.06990  -5.44227
H  0.23193  0.74460  -5.18777
H  -1.32827  0.86820  -6.03727
H  -3.63247  -0.76170  -3.35147
H  -3.62007  0.18110  -4.85197
H  -4.81247  1.29190  -2.90927
H  -3.51657  2.28820  -3.58467
H  -2.05407  3.34400  -0.32667
H  -3.50307  3.82940  -1.23697
H  -1.24777  4.80110  -1.96577
H  -2.30897  4.20870  -3.24127
C  1.89293  -2.17650  2.54123
C  2.00473  -2.58670  1.11533
C  2.22933  -3.86870  0.67823
C  2.23823  -4.10380  -0.71717
N  2.12013  -3.12180  -1.58167
C  1.95183  -1.87190  -1.16157
S  1.87993  -0.60850  -2.25027
N  1.87483  -1.61340  0.19023
C  2.37043  -5.48200  -1.25417
H  1.87573  -3.04260  3.19553
H  0.98123  -1.59640  2.68983
H  2.73643  -1.54310  2.82123
H  2.35263  -4.68190  1.37263
H  1.54283  -0.68790  0.48643
H  2.15053  -6.22260  -0.49227
H  3.38893  -5.63950  -1.60827
H  1.71253  -5.61420  -2.10917

Net charge   +1
HOMO-LUMO gap   8.1 eV
Energy above the lowest of the compared OMol25 structures with the same formula, charge and spin   0.000 eV
HOMO   -0.390 Ha
Total energy   -4124.8023 Ha


# 4
Here is C7H8ClPS in the gas phase at a distorted geometry from OMol25. Energies are from ωB97M-V/def2-TZVPD.

Geometry (Å):
C  4.04241  0.71408  0.17855
S  2.25566  1.04522  -0.23698
P  1.29972  -0.48200  0.76211
Cl  1.51097  -2.40042  -0.77191
C  -0.46805  -0.25749  0.20813
C  -0.82646  0.59400  -0.82880
C  -2.20287  0.76163  -1.00590
C  -3.11656  -0.03784  -0.36456
C  -2.71861  -0.95290  0.64943
C  -1.40188  -1.04081  0.92080
H  4.58065  1.11745  -0.66348
H  4.06900  -0.27664  0.49125
H  4.24663  1.26565  1.07640
H  0.05552  1.05683  -1.29749
H  -2.56276  1.59866  -1.63529
H  -4.20282  0.24535  -0.48796
H  -3.50648  -1.28194  1.36749
H  -1.05406  -1.66882  1.63820

HOMO-LUMO gap   8.6 eV
Energy above the lowest of the compared OMol25 structures with the same formula, charge and spin   0.000 eV
Structure (SMILES)   CSP(Cl)c1ccccc1
HOMO   -0.339 Ha
Total energy   -1471.2529 Ha